# 1
Computed, not measured: a gas-phase ion, C2H7N2OS (charge +1) at a distorted geometry, with wB97M-V/def2-TZVPD.

Results
**Spin multiplicity**: 3
**Net charge**: +1
**Energy above the lowest of the compared OMol25 structures with the same formula, charge and spin**: 155.9 kJ/mol

Each line ends with the Mulliken charge.
Atoms and positions in Å:
C  0.38  0.40  -0.18  0.522
C  -1.83  -0.54  0.09  -0.899
N  -0.03  1.68  -0.27  -0.371
N  -0.37  -0.72  -0.15  -0.146
O  3.25  -0.91  -0.22  -0.394
S  2.27  0.32  0.19  0.165
H  -2.36  -1.41  0.60  0.312
H  -2.05  0.37  0.59  0.312
H  -2.62  -0.54  -0.72  0.323
H  -0.96  2.03  -0.32  0.248
H  0.60  2.26  0.21  0.215
H  0.02  -1.69  -0.42  0.321
H  3.69  -1.25  0.60  0.392

***

# 2
Computed, not measured: 2 unconnected molecules or ions with the total composition C2H7N2P2 at a distorted geometry, with wB97M-V/def2-TZVPD.

Results
**Net charge**: +1
**Energy above the lowest of the compared OMol25 structures with the same formula, charge and spin**: 368.0 kJ/mol

Each line ends with the Mulliken charge.
Atoms and positions in Å:
C  1.02  0.39  -0.73  -0.046
C  3.01  -0.84  0.61  -0.031
N  -0.10  0.94  -0.80  -0.171
N  -2.67  0.16  0.07  -0.870
P  3.74  0.49  0.13  0.138
P  1.34  -1.27  -0.12  0.035
H  3.36  -1.65  1.38  0.346
H  -0.14  1.96  -1.06  0.320
H  -1.00  0.73  -0.25  0.364
H  -3.47  0.78  -0.15  0.268
H  -3.10  -0.47  0.68  0.243
H  -2.64  -0.35  -0.87  0.306
H  0.64  -0.88  1.12  0.097

***

# 3
Computed, not measured: a gas-phase ion, C2H7N2S3 (charge +1) at a distorted geometry, with wB97M-V/def2-TZVPD.

Results
**Net charge**: +1
**Energy above the lowest of the compared OMol25 structures with the same formula, charge and spin**: 144.8 kJ/mol

Each line ends with the Mulliken charge.
Atoms and positions in Å:
C  0.47  -0.10  0.36  0.134
C  -1.75  0.80  0.57  -0.912
N  1.21  -1.13  0.24  -0.246
N  -0.88  -0.23  0.08  -0.168
S  3.41  0.38  -1.07  -0.116
S  3.02  -1.01  0.41  0.109
S  -1.62  -1.36  -0.93  -0.079
H  -1.63  1.29  1.55  0.358
H  -2.72  0.26  0.64  0.357
H  -2.24  1.47  -0.20  0.364
H  0.75  -1.80  -0.41  0.267
H  3.16  1.44  -0.29  0.217
H  0.57  0.62  0.96  0.535
H  -1.75  -0.62  -1.90  0.180

***

# 4
Computed, not measured: a single C2H7N3 molecule at a distorted geometry, with wB97M-V/def2-TZVPD.

Results
**Energy above the lowest of the compared OMol25 structures with the same formula, charge and spin**: 562.2 kJ/mol

Each line ends with the Mulliken charge.
Atoms and positions in Å:
C  -1.19  -0.60  0.02  -0.280
C  -0.97  0.85  -0.49  -0.628
N  0.21  -1.11  -0.11  -0.336
N  0.93  -0.05  -0.69  -0.100
N  1.85  0.35  0.14  -0.371
H  -1.35  -0.70  1.06  0.207
H  -2.01  -1.24  -0.43  0.215
H  -1.47  0.92  -1.46  0.231
H  -0.85  1.71  0.10  0.353
H  0.63  -1.50  0.69  0.276
H  2.29  1.34  0.05  0.260
H  1.92  0.04  1.11  0.174

***

# 5
Computed, not measured: a single C2H7N3 molecule at a distorted geometry, with wB97M-V/def2-TZVPD.

Results
**Energy above the lowest of the compared OMol25 structures with the same formula, charge and spin**: 256.0 kJ/mol

Each line ends with the Mulliken charge.
Atoms and positions in Å:
C  -1.37  -0.88  -0.15  -1.091
C  -0.18  1.06  0.14  0.108
H  -1.15  -1.56  0.62  0.348
H  -0.80  -1.14  -1.01  0.404
H  -2.30  -1.13  -0.49  0.412
H  0.01  2.08  0.52  0.316
H  1.80  1.06  -0.63  0.326
H  1.44  -0.70  1.32  0.268
H  1.11  -1.51  -0.01  0.278
N  -1.34  0.55  0.26  -0.453
N  0.96  0.42  -0.55  -0.331
N  1.69  -0.71  0.26  -0.584

***

# 6
Computed, not measured: a single C2H7N3 molecule at a distorted geometry, with wB97M-V/def2-TZVPD.

Results
**Energy above the lowest of the compared OMol25 structures with the same formula, charge and spin**: 154.8 kJ/mol

Each line ends with the Mulliken charge.
Atoms and positions in Å:
C  1.34  -0.34  -0.69  -1.176
N  -0.46  -0.27  0.96  -0.146
C  0.21  0.48  0.01  0.736
N  -1.84  -0.04  1.06  -0.580
N  -0.01  1.70  -0.30  -0.720
H  -0.04  -1.23  0.93  0.238
H  -2.32  -0.76  1.60  0.234
H  -2.29  0.01  0.14  0.212
H  0.61  2.02  -1.06  0.225
H  1.81  -1.10  -0.06  0.369
H  0.88  -0.83  -1.55  0.265
H  2.12  0.34  -1.05  0.342

***

# 7
Computed, not measured: 2 unconnected molecules or ions with the total composition C2H7N3O at a distorted geometry, with wB97M-V/def2-TZVPD.

Results
**Energy above the lowest of the compared OMol25 structures with the same formula, charge and spin**: 357.8 kJ/mol

Each line ends with the Mulliken charge.
Atoms and positions in Å:
C  -1.10  -0.86  -0.44  -0.328
N  1.33  1.31  -0.62  -0.486
C  -0.33  -0.59  0.59  0.510
N  2.06  1.64  0.56  -0.464
N  -2.28  -1.65  -0.38  -0.539
O  0.14  -0.32  1.63  -0.478
H  1.75  0.48  -1.04  0.274
H  1.87  2.62  0.77  0.237
H  1.76  1.08  1.36  0.240
H  -2.48  -1.96  0.56  0.233
H  -2.22  -2.46  -0.99  0.230
H  -0.77  -0.62  -1.44  0.303
H  0.28  1.34  -0.56  0.267

***

# 8
Computed, not measured: a single C2H7N3O molecule at a distorted geometry, with wB97M-V/def2-TZVPD.

Results
**Energy above the lowest of the compared OMol25 structures with the same formula, charge and spin**: 262.9 kJ/mol

Each line ends with the Mulliken charge.
Atoms and positions in Å:
C  0.35  1.62  0.73  -0.874
N  -0.54  0.48  0.70  -0.222
N  0.89  -0.65  -0.77  -0.168
C  -0.43  -0.54  -0.19  0.523
O  1.11  -1.90  -1.37  -0.478
N  -1.27  -1.43  -0.51  -0.754
H  0.21  -2.27  -1.46  0.366
H  1.68  -0.47  -0.15  0.223
H  -2.21  -1.31  -0.15  0.192
H  -1.55  0.70  0.91  0.273
H  0.58  2.00  -0.28  0.333
H  -0.11  2.42  1.30  0.339
H  1.29  1.35  1.22  0.248

***

# 9
Computed, not measured: 2 unconnected molecules or ions with the total composition C2H7N3O at a distorted geometry, with wB97M-V/def2-TZVPD.

Results
**Energy above the lowest of the compared OMol25 structures with the same formula, charge and spin**: 685.2 kJ/mol

Each line ends with the Mulliken charge.
Atoms and positions in Å:
C  -1.12  1.52  -0.39  -0.697
C  0.16  -2.09  0.12  -0.619
N  1.91  0.53  -0.02  0.066
N  -0.21  1.04  0.63  -0.338
N  0.75  0.17  0.21  0.154
O  2.82  -0.18  -0.36  -0.502
H  -1.69  0.71  -0.87  0.284
H  -1.81  2.22  0.07  0.316
H  -0.53  2.04  -1.15  0.257
H  -0.17  -2.18  1.13  0.265
H  -0.56  -2.02  -0.67  0.269
H  1.15  -2.42  -0.13  0.264
H  -0.69  0.66  1.44  0.282

***

# 10
Computed, not measured: 2 unconnected molecules or ions with the total composition C2H7N3O at a distorted geometry, with wB97M-V/def2-TZVPD.

Results
**Energy above the lowest of the compared OMol25 structures with the same formula, charge and spin**: 412.2 kJ/mol

Each line ends with the Mulliken charge.
Atoms and positions in Å:
C  -0.51  -0.56  -2.20  -0.921
C  -0.68  -1.44  -1.04  0.028
N  -0.63  -0.87  0.08  -0.514
N  1.63  2.26  2.79  -0.477
N  0.94  1.30  2.35  0.040
O  0.12  1.59  1.27  -0.277
H  -0.17  0.54  -1.91  0.197
H  0.22  -0.96  -2.76  0.334
H  -1.35  -0.56  -2.90  0.282
H  -0.19  0.76  1.06  0.551
H  -0.88  -2.54  -1.26  0.296
H  2.16  1.90  3.60  0.268
H  -0.68  -1.44  0.91  0.193

***

# 11
Computed, not measured: a molecular structure, C2H7N3O2 at a distorted geometry, with wB97M-V/def2-TZVPD.

Results
**Energy above the lowest of the compared OMol25 structures with the same formula, charge and spin**: 682.6 kJ/mol

Each line ends with the Mulliken charge.
Atoms and positions in Å:
C  0.72  -0.54  1.37  -0.846
C  1.09  1.00  -0.71  -0.741
N  -1.02  0.53  0.05  -0.705
N  0.28  0.29  0.24  0.439
N  -1.83  -0.72  -1.01  0.779
O  -1.11  -1.50  -1.64  -0.491
O  -2.97  -0.47  -1.07  -0.525
H  1.85  -0.72  1.34  0.271
H  0.41  -0.10  2.31  0.267
H  0.29  -1.39  1.17  0.417
H  0.45  0.95  -1.68  0.265
H  1.46  2.07  -0.40  0.250
H  1.97  0.42  -0.83  0.315
H  -1.59  0.20  0.86  0.305

***

# 12
Computed, not measured: a single C2H7N3O2 molecule at a distorted geometry, with wB97M-V/def2-TZVPD.

Results
**Energy above the lowest of the compared OMol25 structures with the same formula, charge and spin**: 444.8 kJ/mol

Each line ends with the Mulliken charge.
Atoms and positions in Å:
C  -0.04  -0.58  1.14  -1.250
C  0.31  0.13  -0.23  0.656
N  -0.02  1.52  -0.38  -0.695
N  0.16  -0.54  -1.48  -0.579
N  1.97  0.04  -0.06  0.889
O  2.45  -1.07  0.19  -0.578
O  2.63  0.99  -0.28  -0.601
H  -1.06  -1.00  1.13  0.362
H  0.35  0.01  1.92  0.359
H  0.43  -1.55  1.03  0.378
H  0.49  1.69  -1.25  0.334
H  0.28  2.20  0.39  0.286
H  0.33  -1.51  -1.34  0.223
H  -0.59  -0.20  -1.90  0.215

***

# 13
Computed, not measured: 2 unconnected molecules or ions with the total composition C2H7N3O2 at a distorted geometry, with wB97M-V/def2-TZVPD.

Results
**Spin multiplicity**: 3
**Energy above the lowest of the compared OMol25 structures with the same formula, charge and spin**: 99.7 kJ/mol

Each line ends with the Mulliken charge.
Atoms and positions in Å:
C  -0.12  1.20  -1.25  0.204
C  0.03  -0.20  0.26  0.733
N  -0.70  -0.08  1.46  -0.605
N  -0.23  -1.49  -0.26  -0.702
N  1.44  0.01  0.50  -0.711
O  0.35  2.25  -0.87  -0.395
O  -0.70  1.05  -2.44  -0.296
H  -1.70  -0.40  1.48  0.210
H  -0.65  0.78  1.93  0.194
H  -0.58  -2.23  0.50  0.294
H  0.63  -1.87  -0.61  0.252
H  1.49  1.04  0.49  0.248
H  1.76  -0.22  1.41  0.240
H  -1.03  0.16  -2.58  0.334

***

# 14
Computed, not measured: a single C2H7N3O3 molecule at a distorted geometry, with wB97M-V/def2-TZVPD.

Results
**Energy above the lowest of the compared OMol25 structures with the same formula, charge and spin**: 498.0 kJ/mol

Each line ends with the Mulliken charge.
Atoms and positions in Å:
C  1.36  1.16  0.00  -1.424
C  0.39  -0.03  -0.03  1.289
N  0.40  -0.77  -1.14  -0.576
N  0.44  -0.85  1.12  -0.519
N  -2.20  0.07  0.01  0.932
O  -3.13  0.75  0.16  -0.577
O  -2.25  -1.14  -0.22  -0.562
O  -1.03  0.77  0.02  -0.362
H  1.61  1.62  0.95  0.364
H  2.36  0.93  -0.42  0.376
H  1.08  1.99  -0.69  0.314
H  0.26  -1.71  -0.94  0.178
H  -0.15  -0.48  -1.93  0.245
H  0.86  -0.58  1.99  0.165
H  0.01  -1.71  1.12  0.158

***

# 15
Computed, not measured: a single C2H7N3OS molecule at a distorted geometry, with wB97M-V/def2-TZVPD.

Results
**Energy above the lowest of the compared OMol25 structures with the same formula, charge and spin**: 388.7 kJ/mol

Each line ends with the Mulliken charge.
Atoms and positions in Å:
C  -0.08  -0.42  0.25  0.272
C  1.14  -1.17  -0.31  -0.556
H  -2.14  0.53  1.54  0.236
H  -1.19  1.55  2.38  0.270
H  1.68  -1.64  0.49  0.377
H  1.08  -1.71  -1.42  0.268
H  2.12  1.24  0.26  0.184
H  -1.42  0.68  -0.21  0.487
H  -0.80  -0.61  -2.39  0.382
N  -1.16  1.03  1.49  -0.575
N  -0.09  0.21  1.44  -0.410
N  -1.06  -0.13  -0.71  -0.324
O  -0.47  0.20  -1.93  -0.374
S  2.40  0.25  -0.89  -0.237

***

# 16
Computed, not measured: a gas-phase ion, C2H7N3P3 (charge +1) at a distorted geometry, with wB97M-V/def2-TZVPD.

Results
**Net charge**: +1
**Energy above the lowest of the compared OMol25 structures with the same formula, charge and spin**: 105.8 kJ/mol

Each line ends with the Mulliken charge.
Atoms and positions in Å:
C  0.64  -1.70  -0.33  0.576
C  0.24  -2.84  -1.07  -0.996
N  1.23  1.68  1.65  -0.016
N  0.94  -0.69  0.15  0.057
N  -0.25  1.88  -0.32  -0.397
P  1.70  0.25  1.62  0.198
P  -1.83  1.44  0.34  0.090
P  0.67  2.90  0.66  0.094
H  0.86  -3.17  -1.93  0.333
H  -0.75  -2.69  -1.48  0.302
H  0.20  -3.70  -0.46  0.316
H  -0.23  2.07  -1.30  0.312
H  -1.93  0.44  -0.54  -0.003
H  -1.21  0.81  1.53  0.053
H  -0.29  3.31  1.49  0.081

***

# 17
Computed, not measured: a single C2H7N3S molecule at a distorted geometry, with wB97M-V/def2-TZVPD.

Results
**Energy above the lowest of the compared OMol25 structures with the same formula, charge and spin**: 440.3 kJ/mol

Each line ends with the Mulliken charge.
Atoms and positions in Å:
C  -2.53  0.04  0.05  -0.632
C  1.19  1.01  -0.04  -0.064
H  -2.94  -1.04  -0.45  0.206
H  -2.75  0.97  -0.50  0.252
H  -2.88  0.21  1.27  0.207
H  1.39  2.18  0.07  0.272
H  3.06  0.48  -0.66  0.294
H  1.56  -1.75  1.01  0.305
H  1.05  -1.28  -0.78  0.335
N  -0.08  0.94  0.00  -0.318
N  2.16  0.07  0.13  -0.256
N  1.72  -1.29  -0.01  -0.553
S  -0.95  -0.54  -0.09  -0.049

***

# 18
Computed, not measured: a single C2H7N3S molecule at a distorted geometry, with wB97M-V/def2-TZVPD.

Results
**Energy above the lowest of the compared OMol25 structures with the same formula, charge and spin**: 184.0 kJ/mol

Each line ends with the Mulliken charge.
Atoms and positions in Å:
C  -0.27  1.36  0.08  -0.981
C  0.29  -1.04  -0.01  0.102
H  -0.13  1.62  1.15  0.291
H  0.60  1.67  -0.56  0.389
H  -1.17  1.95  -0.25  0.282
H  -2.28  -0.89  -0.89  0.246
H  -2.12  -0.83  0.73  0.243
H  -0.23  -1.97  0.15  0.398
H  3.75  -0.59  0.01  0.166
N  -0.60  -0.02  -0.23  0.204
N  -1.97  -0.33  -0.12  -0.698
N  1.55  -1.14  0.08  -0.432
S  2.59  0.21  -0.13  -0.208